Entry 1:
The following is a DFT calculation (the ωB97M-V functional and the def2-TZVPD basis) of 3 unconnected molecules or ions with the total composition C33H54ClN4O3S.

The value obtained for the molar mass is 622.34 g mol⁻¹. For the gap between HOMO and LUMO, the calculation gives 7.87 eV. The calculation puts the largest force on an atom at 0.0496 hartree/bohr. The net charge is +1. The value obtained for the total energy is -2592.62094 Ha.

Atoms and positions in Å:
C -1.903 7.558 2.586
C -0.716 7.792 1.650
C -0.809 6.867 0.417
O -1.597 5.701 0.647
C -0.896 4.472 0.581
C 0.170 4.418 1.704
C 1.601 4.480 1.255
C 2.448 5.677 1.618
N 2.074 3.524 0.596
C -0.455 4.046 -0.864
C -0.759 2.546 -0.952
C -1.403 1.934 -2.214
C -1.328 2.800 -3.466
C -0.023 2.660 -4.288
C 1.261 2.435 -3.493
N 2.374 2.069 -4.419
N -1.336 2.219 0.404
C -2.040 0.919 0.616
C -1.455 0.207 1.865
C -0.432 -0.880 1.476
C 0.932 -0.747 2.192
S 1.722 -2.337 2.461
O 2.758 -2.142 3.406
O 2.212 -2.857 1.237
Cl 0.343 -3.631 3.213
C -2.068 3.479 0.748
C -2.866 3.525 2.026
C -4.277 4.117 1.921
C -4.819 4.786 0.696
N -5.036 4.056 2.915
H -2.098 8.434 3.197
H -2.819 7.379 2.036
H -1.695 6.747 3.274
H 0.194 7.508 2.172
H -0.626 8.829 1.353
H 0.168 6.647 -0.006
H -1.329 7.444 -0.347
H 0.078 3.457 2.221
H -0.018 5.161 2.465
H 3.499 5.424 1.559
H 2.275 5.989 2.643
H 2.275 6.515 0.947
H 3.044 3.699 0.346
H 0.530 4.339 -1.180
H -1.089 4.708 -1.456
H 0.235 2.099 -0.924
H -2.438 1.684 -1.979
H -0.896 0.995 -2.414
H -1.532 3.848 -3.277
H -2.134 2.466 -4.112
H 0.044 3.543 -4.917
H -0.131 1.813 -4.963
H 1.566 3.358 -3.006
H 1.168 1.604 -2.802
H 2.493 1.062 -4.374
H 2.047 2.215 -5.369
H -0.485 2.103 0.957
H -3.097 1.050 0.807
H -1.920 0.234 -0.212
H -1.077 0.919 2.599
H -2.295 -0.298 2.331
H -0.222 -0.895 0.412
H -0.852 -1.857 1.687
H 0.897 -0.178 3.113
H 1.613 -0.262 1.501
H -2.603 3.656 -0.176
H -2.954 2.561 2.518
H -2.319 4.167 2.714
H -5.755 4.301 0.440
H -4.185 4.728 -0.184
H -5.053 5.831 0.863
H -4.580 3.589 3.701
C 0.845 -6.252 0.945
C 1.130 -7.041 -0.162
C 0.572 -8.307 -0.276
C -0.277 -8.783 0.714
C -0.564 -7.995 1.818
C -0.001 -6.731 1.936
H 1.285 -5.267 1.031
H 1.788 -6.668 -0.936
H 0.800 -8.924 -1.136
H -0.714 -9.769 0.623
H -1.228 -8.366 2.590
H -0.223 -6.121 2.802
C 3.903 -12.048 -1.369
C 3.494 -10.722 -1.338
C 3.343 -10.014 -2.522
C 3.594 -10.633 -3.738
C 4.000 -11.960 -3.770
C 4.159 -12.666 -2.585
H 4.024 -12.600 -0.446
H 3.292 -10.240 -0.389
H 3.030 -8.977 -2.497
H 3.473 -10.082 -4.662
H 4.194 -12.444 -4.718
H 4.480 -13.699 -2.610

Forces on atoms 1 to 6 (eV/Å):
0.111 0.717 0.075
0.098 -1.372 0.176
-0.617 1.357 -0.270
0.738 -0.173 -0.434
-0.534 0.521 0.104
-0.041 -0.786 -0.096

***

Entry 2:
The following is a DFT calculation (the ωB97M-V functional and the def2-TZVPD basis) of a molecular structure, C33H54ClN6O2P3PdS2.

The value obtained for the molar mass is 865.76 g mol⁻¹. For the gap between HOMO and LUMO, the calculation gives 7.47 eV. The calculation puts the largest force on an atom at 0.0193 hartree/bohr. The value obtained for the total energy is -4177.49844 Ha. The relative energy (zero: lowest compared OMol25 entry of this formula, charge and spin) comes out at 0.053 eV.

Atoms and positions in Å:
Pd -0.614 -0.652 1.573
C -0.965 0.012 5.195
P -0.897 -1.139 3.796
C 0.130 -2.482 4.473
C -2.550 -1.923 3.792
C -2.453 -3.100 2.824
P -1.822 -2.450 1.210
C -3.383 -1.975 0.441
C -1.327 -3.951 0.342
H -1.059 -0.562 6.118
H -1.817 0.683 5.098
H -0.052 0.608 5.233
H -0.365 -2.943 5.331
H 1.101 -2.092 4.777
H 0.329 -3.230 3.708
H -3.266 -1.186 3.419
H -2.860 -2.213 4.800
H -3.412 -3.600 2.667
H -1.758 -3.852 3.200
H -4.027 -2.847 0.303
H -3.174 -1.492 -0.511
H -3.880 -1.261 1.094
H -2.111 -4.697 0.471
H -0.382 -4.329 0.731
H -1.195 -3.736 -0.719
N -0.902 -0.419 -0.383
P -0.097 0.237 -1.517
N 1.524 -0.138 -1.616
C 2.545 0.826 -2.009
C 3.627 0.152 -2.848
C 4.220 -1.049 -2.116
C 3.112 -2.013 -1.702
C 2.081 -1.262 -0.871
N -0.225 1.916 -1.633
C -0.919 2.623 -0.553
C -0.636 4.113 -0.646
C -1.274 4.694 -1.917
C -1.318 3.631 -3.025
C -0.142 2.673 -2.888
N -0.668 -0.203 -3.046
C -2.112 0.016 -3.243
C -2.851 -1.305 -3.408
C -2.375 -2.039 -4.668
C -0.893 -1.738 -4.931
C -0.160 -1.447 -3.631
H 3.002 1.267 -1.109
H 2.091 1.634 -2.574
H 4.406 0.879 -3.094
H 3.179 -0.181 -3.791
H 4.735 -0.699 -1.212
H 4.965 -1.547 -2.740
H 3.516 -2.834 -1.106
H 2.633 -2.436 -2.590
H 2.591 -0.881 0.018
H 1.273 -1.907 -0.530
H -0.595 2.218 0.401
H -2.003 2.462 -0.618
H 0.448 4.259 -0.654
H -1.022 4.616 0.243
H -0.711 5.567 -2.254
H -2.289 5.037 -1.700
H -1.300 4.097 -4.012
H -2.245 3.056 -2.960
H 0.786 3.262 -2.921
H -0.107 1.968 -3.717
H -2.280 0.645 -4.127
H -2.503 0.556 -2.379
H -3.929 -1.129 -3.449
H -2.650 -1.909 -2.521
H -2.973 -1.730 -5.528
H -2.525 -3.114 -4.549
H -0.795 -0.861 -5.577
H -0.414 -2.571 -5.447
H 0.908 -1.333 -3.809
H -0.282 -2.302 -2.944
O 3.560 -2.499 4.045
S 3.426 -2.110 2.666
O 3.488 -3.134 1.661
N 2.063 -1.220 2.472
C 2.311 0.032 2.253
S 1.056 1.187 2.037
C 3.776 0.357 2.125
C 4.379 1.558 1.803
C 5.763 1.578 1.669
C 6.518 0.422 1.858
C 5.909 -0.787 2.178
C 4.535 -0.785 2.298
H 3.779 2.446 1.652
H 6.261 2.500 1.404
H 7.594 0.466 1.753
H 6.487 -1.690 2.320
Cl -5.537 3.016 -0.170
C -4.289 2.807 1.017
C -3.853 3.871 1.780
C -2.831 3.636 2.686
C -2.316 2.354 2.793
N -2.749 1.326 2.065
C -3.713 1.556 1.182
H -4.298 4.850 1.664
H -2.431 4.437 3.292
H -1.499 2.147 3.475
H -4.030 0.732 0.557

Forces on atoms 1 to 6 (eV/Å):
0.396 0.426 0.802
0.058 0.179 -0.012
0.162 -0.406 -0.194
0.100 0.066 0.127
-0.116 -0.047 0.148
0.040 -0.121 -0.068

***

Entry 3:
The following is a DFT calculation (the ωB97M-V functional and the def2-TZVPD basis) of a molecular structure, C33H54F30N8O21S10.

The value obtained for the molar mass is 1789.44 g mol⁻¹. For the gap between HOMO and LUMO, the calculation gives 9.16 eV. The calculation puts the largest force on an atom at 0.1021 hartree/bohr. The net charge is -2. The value obtained for the total energy is -10285.75795 Ha. The relative energy (zero: lowest compared OMol25 entry of this formula, charge and spin) comes out at 0.000 eV.

Atoms and positions in Å:
C -1.925 -1.903 -3.862
N -0.890 -1.048 -3.380
C 0.434 -1.652 -3.616
C -0.943 0.281 -4.142
C -1.166 -0.929 -1.935
C -0.151 -0.029 -1.159
O 0.783 -0.730 -0.405
H -1.980 -2.811 -3.261
H -1.915 -2.066 -4.966
H -2.938 -1.425 -3.819
H 1.156 -0.885 -3.442
H 0.548 -1.972 -4.689
H 0.550 -2.464 -2.874
H -0.654 0.007 -5.157
H -0.326 0.979 -3.651
H -2.007 0.555 -4.232
H -1.218 -1.897 -1.436
H -2.163 -0.543 -1.935
H -0.757 0.456 -0.351
H 0.209 0.660 -1.891
H 1.606 -0.841 -0.905
C -0.546 2.367 2.301
C 0.370 3.290 1.467
C 1.253 2.554 0.452
C 2.654 3.089 0.233
N 3.735 2.748 1.231
C 5.083 3.116 0.658
C 6.112 2.040 1.165
C 5.253 0.968 1.803
C 3.887 1.242 1.281
C 3.616 3.360 2.543
H -1.172 1.687 1.661
H -1.293 2.896 2.924
H 0.097 1.840 3.022
H 0.995 3.834 2.155
H -0.259 3.926 0.906
H 0.716 2.588 -0.475
H 1.350 1.460 0.670
H 2.673 4.178 0.130
H 3.040 2.588 -0.671
H 5.288 4.176 0.931
H 5.061 2.981 -0.446
H 6.893 2.477 1.824
H 6.547 1.739 0.245
H 5.292 1.129 2.880
H 5.512 -0.029 1.463
H 3.048 0.780 1.897
H 3.737 0.881 0.254
H 4.590 3.582 2.956
H 3.122 2.715 3.274
H 3.124 4.349 2.374
C 2.556 -3.018 4.146
C 1.681 -2.651 2.916
C 0.201 -2.518 3.261
C -0.672 -2.012 2.151
N -2.152 -1.926 2.448
C -2.783 -3.255 2.736
C -4.273 -2.970 2.583
C -4.332 -1.902 1.475
C -2.846 -1.465 1.235
C -2.349 -0.894 3.560
H 2.097 -3.786 4.709
H 2.749 -2.215 4.856
H 3.468 -3.488 3.791
H 1.792 -3.305 2.070
H 2.067 -1.754 2.430
H 0.082 -1.817 4.081
H -0.167 -3.471 3.689
H -0.531 -2.664 1.340
H -0.314 -1.083 1.773
H -2.483 -3.597 3.725
H -2.489 -3.992 2.020
H -4.768 -2.618 3.522
H -4.877 -3.862 2.231
H -5.071 -1.121 1.648
H -4.770 -2.327 0.570
H -2.647 -0.406 1.041
H -2.396 -1.978 0.379
H -2.104 -1.286 4.557
H -3.339 -0.588 3.547
H -1.730 -0.079 3.347
C 0.259 -6.472 -0.653
F 1.467 -6.166 -1.105
F -0.155 -7.651 -1.121
F 0.312 -6.642 0.754
S -0.898 -5.110 -1.024
O -0.609 -4.080 -0.078
O -0.800 -4.873 -2.456
N -2.257 -5.705 -0.563
S -3.468 -6.244 -1.395
O -3.485 -5.813 -2.770
O -3.786 -7.571 -1.148
C -4.877 -5.377 -0.594
F -5.989 -5.779 -1.126
F -4.911 -5.608 0.807
F -4.939 -4.009 -0.714
C -6.588 1.984 -3.793
F -5.886 3.104 -3.698
F -7.587 1.949 -2.990
F -6.961 1.756 -5.055
S -5.421 0.610 -3.350
O -6.269 -0.394 -2.709
O -4.615 0.393 -4.521
N -4.352 1.269 -2.250
S -4.303 1.210 -0.689
O -5.249 0.409 0.126
O -2.962 1.031 -0.354
C -4.754 2.879 -0.088
F -3.824 3.767 -0.378
F -5.918 3.329 -0.458
F -4.785 2.718 1.275
C 2.330 4.601 -3.831
F 2.851 3.536 -4.469
F 2.612 4.552 -2.508
F 2.893 5.635 -4.443
S 0.562 4.693 -4.120
O 0.169 3.359 -3.705
O 0.071 5.797 -3.348
N 0.339 4.916 -5.672
S 0.270 3.730 -6.748
O 1.461 2.844 -6.876
O -0.993 3.013 -6.822
C 0.212 4.685 -8.284
F -0.159 3.951 -9.299
F -0.590 5.698 -8.088
F 1.449 5.169 -8.551
C 4.505 0.726 -3.113
F 5.205 1.093 -2.056
F 3.283 1.221 -2.970
F 5.058 1.249 -4.193
S 4.423 -1.078 -3.306
O 3.461 -1.268 -4.392
O 5.774 -1.461 -3.421
N 3.786 -1.336 -1.888
S 4.518 -2.066 -0.681
O 5.958 -1.996 -0.698
O 3.807 -1.719 0.527
C 4.195 -3.868 -0.748
F 2.837 -4.196 -0.628
F 4.575 -4.311 -1.956
F 4.900 -4.589 0.180
C -2.519 3.009 6.361
F -2.126 4.318 6.363
F -3.603 2.918 7.146
F -3.001 2.597 5.192
S -1.357 1.820 7.118
O -1.121 2.508 8.407
O -2.014 0.563 7.020
N -0.132 1.787 6.088
S 1.287 2.383 6.432
O 1.747 3.317 5.449
O 1.540 2.622 7.811
C 2.193 0.869 5.869
F 1.858 -0.214 6.566
F 1.970 0.645 4.566
F 3.493 1.118 5.997

Forces on atoms 1 to 6 (eV/Å):
-3.285 -0.928 -1.916
0.610 0.628 -0.644
0.319 -0.952 -0.338
-1.763 -1.824 -0.449
0.757 0.969 1.195
-2.890 -0.572 0.908

***

Entry 4:
The following is a DFT calculation (the ωB97M-V functional and the def2-TZVPD basis) of a molecular structure, C33H55AsGeN3O5Y.

The value obtained for the molar mass is 810.26 g mol⁻¹. For the gap between HOMO and LUMO (alpha / beta), the calculation gives 8.18 / 5.79 eV. The calculation puts the largest force on an atom at 0.0555 hartree/bohr. The multiplicity is 2. The net charge is +3. The value obtained for the total energy is -6181.19624 Ha. The relative energy (zero: lowest compared OMol25 entry of this formula, charge and spin) comes out at 2.247 eV.

Atoms and positions in Å:
Y 1.043 -1.040 2.130
C -1.133 -3.353 5.171
C 0.258 -2.893 4.952
C 0.380 -1.546 5.622
C 1.230 -3.916 5.568
O 0.609 -2.707 3.544
Ge -0.434 -3.604 2.236
O 1.074 -2.876 0.937
C 1.583 -3.284 -0.413
C 0.976 -4.620 -0.711
C 3.101 -3.410 -0.354
C 1.136 -2.270 -1.468
O -1.177 -1.783 1.985
C -2.443 -1.349 1.374
C -2.196 0.119 0.969
C -2.834 -2.091 0.140
C -3.465 -1.273 2.492
H -1.270 -3.661 6.220
H -1.439 -4.215 4.489
H -1.839 -2.581 4.927
H -0.300 -1.390 6.471
H 0.175 -0.689 4.992
H 1.420 -1.363 5.934
H 1.184 -3.995 6.633
H 2.247 -3.685 5.242
H 1.035 -4.905 5.153
H 1.009 -5.225 0.219
H 1.397 -5.175 -1.545
H -0.103 -4.495 -0.942
H 3.360 -4.176 0.305
H 3.400 -2.450 0.046
H 3.561 -3.522 -1.285
H 1.551 -1.252 -1.228
H 0.016 -2.131 -1.335
H 1.529 -2.645 -2.435
H -1.592 0.156 0.046
H -1.703 0.624 1.827
H -3.114 0.683 0.726
H -2.261 -1.880 -0.723
H -3.851 -1.794 -0.098
H -2.812 -3.206 0.347
H -3.248 -0.381 3.137
H -3.587 -2.163 3.051
H -4.528 -1.022 2.116
O 0.047 2.930 3.084
C 0.686 2.008 2.661
O 0.845 0.827 3.199
C 1.305 2.066 1.260
C 1.039 3.224 0.576
C 1.486 3.351 -0.695
C 2.347 2.369 -1.213
C 3.111 2.487 -2.390
C 4.066 1.562 -2.650
C 4.302 0.407 -1.867
C 3.497 0.254 -0.749
C 2.533 1.229 -0.402
N 1.925 0.999 0.842
H 0.486 3.952 1.099
H 1.232 4.239 -1.285
H 2.923 3.263 -3.055
H 4.479 1.754 -3.635
H 5.036 -0.274 -2.233
H 3.682 -0.561 -0.056
C -3.281 2.376 -4.084
As -5.098 3.324 -3.937
C -4.306 5.091 -3.766
C -5.990 3.327 -5.920
C -5.037 3.819 -6.840
C -5.023 5.186 -7.150
C -4.168 5.688 -8.095
C -3.249 4.755 -8.695
C -3.167 3.371 -8.367
C -4.066 2.929 -7.407
H -2.795 2.734 -4.963
H -3.300 1.272 -4.143
H -2.766 2.697 -3.169
H -3.411 5.096 -4.292
H -4.152 5.251 -2.722
H -4.858 5.944 -4.210
H -6.822 3.910 -5.638
H -6.172 2.276 -6.099
H -5.843 5.736 -6.700
H -4.067 6.725 -8.426
H -2.542 5.090 -9.417
H -2.429 2.744 -8.927
H -3.986 1.904 -7.066
N 6.098 -2.299 5.558
C 4.924 -1.398 5.281
C 4.561 -1.397 3.803
N 3.326 -0.573 3.606
H 6.493 -2.031 6.485
H 6.819 -2.379 4.852
H 5.832 -3.282 5.729
H 5.213 -0.395 5.528
H 4.121 -1.721 5.957
H 4.587 -2.366 3.319
H 5.367 -0.927 3.298
H 3.508 0.351 3.279
H 2.711 -0.477 4.383

Forces on atoms 1 to 6 (eV/Å):
-0.090 0.821 0.125
-1.604 -1.774 -1.004
0.972 0.145 0.690
0.875 1.061 0.533
0.203 -0.027 -1.629
0.229 -0.378 0.476

***

What is the largest force on an atom in the third record?
0.1021 hartree/bohr

***

largest force on an atom of number 3 (C33H54F30N8O21S10)?
0.1021 hartree/bohr

***

Which of these has the lowest largest force on an atom?
C33H54ClN6O2P3PdS2

***

Which formula does entry 2 have?
C33H54ClN6O2P3PdS2